The following is a quantum chemistry calculation of a molecular structure, C44H30N7O7ReS5, from the OMol25 dataset.

Computed properties:
<S²>: 3.777
E, a.u.: -4673.868580
Charge: -1
Orbital gap (alpha / beta), eV: 5.18 / 4.62
2S+1: 4
LUMO energy (alpha / beta), eV: 0.840 / 0.278
Relative energy (zero: lowest compared OMol25 entry of this formula, charge and spin), kcal/mol: 19.8

The geometry in XYZ format:
```
94
Properties=species:S:1:pos:R:3:forces:R:3:lowdin_charge:R:1
C -3.37990 0.38480 -0.04285 0.0334 -0.0010 0.0680 -0.2653
C -1.58083 4.49949 2.19433 0.0368 0.0261 0.0510 -0.0458
H 3.74238 0.65973 2.42587 0.0018 -0.0055 -0.0084 0.1099
H -0.23662 3.95003 0.60182 -0.0158 0.0066 -0.0165 0.1054
H 0.77796 -1.94895 4.15001 -0.0026 -0.0007 -0.0031 0.1062
N 5.10888 -2.33869 -1.45607 0.1020 0.0518 0.0152 -0.0089
H -2.07438 0.74142 2.40394 -0.0265 -0.0188 -0.0224 0.0996
C -3.71581 1.36318 -0.98024 -0.0061 0.0070 -0.0138 -0.0401
O 0.29103 -2.58704 -4.78972 0.2021 -0.0783 0.0340 0.0741
C 1.12838 -4.39096 0.86937 -0.0475 0.0261 -0.0153 -0.0708
C 7.95963 -4.53202 -0.84859 0.0088 0.0247 -0.0548 -0.0535
C -5.57417 0.68507 0.95864 -0.0389 -0.0101 0.0254 -0.0900
C -6.83600 4.66123 2.04389 0.0276 0.0043 -0.0119 -0.1455
S 3.55867 -4.11992 -2.41025 0.1628 -0.0380 -0.2373 0.9512
C 5.06017 -4.66725 -1.74744 -0.0456 -0.1146 0.0582 -1.0960
C -0.02960 0.53866 -3.09934 0.4590 0.2690 -0.0343 -0.2590
O 0.35161 0.88362 -8.01566 -0.0292 -0.0363 -0.0114 0.0704
C 1.81460 0.60515 1.49326 0.0048 -0.0402 -0.0834 -0.7273
H -0.77845 -1.23001 2.34937 -0.0023 0.0012 0.0203 0.1045
C -0.08077 1.90648 -3.46367 -0.1814 0.1103 0.0548 -0.0377
H -7.74968 2.84513 4.56702 0.0035 0.0035 -0.0034 0.1061
C -2.01278 -1.60458 0.08713 -0.0094 -0.0191 -0.0255 -0.0766
H -2.98819 -2.09403 0.12149 0.0044 0.0029 0.0150 0.1143
H 0.00845 3.35001 -5.02741 -0.0178 0.0030 -0.0041 0.1341
C 0.02110 2.29773 -4.78540 0.0817 -0.0759 -0.0251 0.0799
S 2.83704 -1.19865 -2.34602 0.2042 0.0638 -0.0752 0.5587
O -0.80199 2.61674 -1.28210 -0.1108 -0.0587 -0.2403 -0.2514
C -0.92145 3.61241 1.36548 0.0069 -0.0388 -0.0148 -0.0852
Re -0.36929 1.04116 -0.15817 0.5231 0.0970 -0.0680 1.5491
O 0.28500 2.94564 -7.40802 -0.0420 0.0217 0.0066 0.0664
S 5.42885 -6.30003 -1.66266 0.0045 0.0395 0.0195 0.5072
C -5.84381 3.82360 4.42206 0.0041 0.0384 0.0374 -0.0872
C -1.96055 1.81415 2.36870 0.0349 0.0266 0.0189 -0.0906
H 9.92006 -5.20916 -0.35626 0.0024 0.0054 0.0026 0.0978
C -0.28484 2.99000 -2.45202 0.1099 -0.0860 0.1170 -0.5318
C 0.02774 -0.39842 -4.15349 0.1182 -0.0287 -0.1951 -0.0709
C -2.64955 2.63482 3.23310 0.0075 -0.0216 -0.0330 -0.0403
H 0.62416 -1.57340 -0.91775 0.0313 -0.1529 0.1324 0.0242
C 2.38600 -0.69522 3.40881 0.0026 -0.0005 -0.0012 -0.0510
C 2.75387 0.22514 2.45704 0.0059 -0.0038 -0.0213 -0.0700
H -2.17152 -3.85837 1.40117 -0.0048 -0.0031 0.0084 0.1053
C 8.56725 -2.29167 0.66897 0.0028 0.0141 0.0130 -0.0993
C -5.88962 1.65746 0.02022 0.0495 0.0046 -0.0064 -0.1057
H 0.25330 -0.75757 -6.23686 0.0084 0.0083 -0.0014 0.1348
C -2.02828 -0.25998 -0.02854 -0.1887 0.1045 -0.0088 -0.2428
H 8.79410 -1.40867 1.25384 0.0069 -0.0031 0.0003 0.0954
C -5.05323 4.63435 3.62181 0.0279 -0.0116 0.0578 -0.5247
C 0.16613 -0.00891 -5.46496 -0.1310 -0.0396 0.0101 0.0932
C 0.16325 1.33925 -5.77095 -0.0500 0.0635 0.0438 -0.1260
H -1.40781 5.56081 2.08950 -0.0099 0.0022 -0.0142 0.1141
C -5.56071 5.06829 2.40678 0.0022 -0.0232 -0.0292 -0.0693
H -6.85100 2.15298 0.04707 -0.0334 -0.0041 0.0119 0.0919
C 0.22147 -0.83091 2.42860 0.0579 -0.0209 -0.0144 -0.1268
N -7.60620 3.88441 2.80088 -0.0167 -0.0375 -0.0125 0.0671
H -7.25753 4.97900 1.09677 0.0033 0.0002 0.0043 0.1089
C -1.16325 -3.69171 1.03529 -0.0127 -0.0136 -0.0241 -0.0622
N 0.58674 0.04422 1.47751 0.0386 -0.0463 0.0485 -0.1327
N -1.13100 2.28967 1.42817 -0.1086 0.1043 0.1005 -0.0692
N -0.11887 -1.84230 -3.92509 -0.3604 0.0206 -0.1635 -0.3405
H -2.99963 1.63752 -1.74322 0.0165 0.0013 0.0065 0.0982
C 9.50980 -3.30207 0.53548 -0.0100 0.0008 -0.0029 -0.1147
C -7.10796 3.47857 3.96431 -0.0154 0.0143 0.0027 -0.1433
C 3.94479 -2.44260 -2.02576 0.0116 -0.0003 -0.1002 -1.1697
C -4.95484 1.98630 -0.95217 -0.0124 0.0151 -0.0094 -0.0769
H 7.72880 -5.40119 -1.44110 -0.0006 0.0117 0.0022 0.0305
O 0.10826 0.16130 -1.86548 -0.3609 -0.1334 0.2049 -0.2855
S -3.41800 5.13157 4.14653 0.0020 -0.0611 -0.0527 0.9950
C 0.39160 -2.38330 -0.24191 -0.1701 -0.0568 -0.0135 -0.0760
C -4.33713 0.05920 0.92485 0.0351 0.0083 -0.0006 -0.0713
H 1.91533 -5.10011 1.09301 0.0129 -0.0117 -0.0004 0.1049
C 1.09060 -1.22310 3.41414 -0.0116 -0.0011 -0.0146 -0.0482
S 2.02006 1.77953 0.23953 -0.2088 0.0928 0.0530 0.6501
H -4.09481 -0.69129 1.67003 0.0016 -0.0006 -0.0066 0.1099
O -0.05290 4.15134 -2.69139 -0.1025 -0.0122 -0.0424 0.0974
H 2.37862 -3.14118 -0.35909 -0.2472 0.0449 0.2351 0.0351
H -5.19027 2.73496 -1.69897 0.0050 -0.0029 0.0016 0.1025
C -0.90081 -2.55745 0.25871 0.0198 -0.0616 0.0104 -0.2523
H -5.49031 3.47501 5.38302 0.0181 -0.0102 -0.0116 0.1040
C -2.48566 4.00926 3.12293 -0.0365 0.0485 0.0171 -0.4964
C 9.19592 -4.41383 -0.22892 0.0043 -0.0069 -0.0004 -0.0949
N 0.27233 1.75232 -7.16834 0.1113 0.0221 0.0131 -0.3593
H -4.97569 5.70226 1.75443 -0.0005 -0.0036 -0.0037 0.1116
H 10.47696 -3.21901 1.01532 -0.0033 -0.0006 -0.0014 0.0917
C 1.39169 -3.29195 0.06220 0.0437 -0.0199 0.1359 -0.0781
H -0.38688 -5.46737 1.95018 0.0012 0.0066 0.0167 0.0944
H -3.32238 2.20396 3.96054 -0.0176 -0.0010 -0.0089 0.1160
C -0.15938 -4.59487 1.34983 -0.0023 0.0015 -0.0270 -0.0927
O -0.76468 -2.19193 -2.96032 0.0631 0.0254 0.1312 0.0945
H -6.29355 0.41341 1.72248 0.0019 0.0141 -0.0056 0.0986
H 3.10104 -1.01084 4.15800 0.0019 -0.0036 -0.0034 0.1105
C 7.32976 -2.39159 0.05723 -0.0237 -0.0458 0.0272 -0.0256
H 6.60038 -1.60222 0.14566 -0.0074 0.0064 -0.0117 0.0980
N 5.73445 -3.57682 -1.31968 -0.0287 0.0075 -0.0878 -0.1465
C 7.01435 -3.52119 -0.70044 0.0195 -0.0065 0.0665 -0.1874
```
Positions in Å, forces in eV/Å.

---

The following is a quantum chemistry calculation of a gas-phase ion, C5H15N3 (charge +2), from the OMol25 dataset.

Computed properties:
E, a.u.: -363.166614
Charge: +2
Orbital gap, eV: 10.00
LUMO energy, eV: -6.460
Relative energy (zero: lowest compared OMol25 entry of this formula, charge and spin), kcal/mol: 29.8

The geometry in XYZ format:
```
23
Properties=species:S:1:pos:R:3:forces:R:3:lowdin_charge:R:1
H -2.27791 2.97414 0.59479 -0.2118 -0.0294 0.0770 0.1846
H 1.38543 -2.75273 -1.09432 0.1528 -0.0699 0.1510 0.1081
C 1.69051 -2.23304 -0.17902 0.0726 -0.1984 0.0099 -0.0267
C 1.33322 -0.76294 -0.29668 -0.2155 0.0338 -0.0489 -0.3024
N -1.64661 2.42965 1.19221 0.2286 0.6746 -0.4106 0.2114
N 2.30037 -0.15558 -1.30907 0.0933 0.1372 -0.0660 0.2282
C -0.13989 -0.56670 -0.75152 0.4602 -0.2474 0.0239 -0.0694
H 3.24221 -0.49462 -1.09872 0.1010 0.0588 -0.0528 0.1761
H 2.75226 -2.42422 0.01890 -0.1371 0.1920 -0.1222 0.1044
H -1.03354 3.12594 1.62866 -0.0539 -0.0631 0.1519 0.1810
H -0.18897 -0.15476 -1.75897 -0.0435 0.2342 -0.0050 0.1411
H -2.21004 2.03560 1.94662 0.1210 -0.3519 -0.0185 0.1727
H 2.33348 0.86537 -1.29536 -0.0459 0.0298 0.0899 0.1754
H 2.09389 -0.42469 -2.27486 -0.0556 -0.1890 0.0297 0.1817
C -0.82327 1.53586 0.35273 0.3375 -0.4123 -0.0543 -0.0699
C -1.02943 0.21444 0.18746 -0.3328 0.2194 0.2318 -0.3257
H -0.55156 -1.56499 -0.84693 -0.1856 -0.1279 -0.0648 0.1211
N -1.99582 -0.51087 0.78630 -0.2199 -0.3779 0.1692 0.1710
H -2.66998 -0.12617 1.42847 0.0503 -0.0131 -0.1051 0.1181
H 1.51717 -0.21605 0.62633 0.1031 -0.0429 0.0291 0.1548
H 1.16032 -2.67923 0.66022 -0.1637 0.0283 -0.0306 0.1085
H -2.10241 -1.50649 0.62697 0.1324 0.3757 -0.0454 0.1338
H -0.02997 2.05002 -0.16689 -0.1875 0.1394 0.0610 0.1221
```
Positions in Å, forces in eV/Å.

---

The following is a quantum chemistry calculation of a molecular structure, C15H35N9OPbSi, from the OMol25 dataset.

Computed properties:
E, a.u.: -1641.342487
Charge: +4
Orbital gap (alpha / beta), eV: 5.74 / 5.43
LUMO energy (alpha / beta), eV: -13.286 / -13.600
Relative energy (zero: lowest compared OMol25 entry of this formula, charge and spin), kcal/mol: 0.0

The geometry in XYZ format:
```
62
Properties=species:S:1:pos:R:3:forces:R:3:lowdin_charge:R:1
C 3.39217 1.12008 -0.55940 0.0517 0.0103 0.0557 -0.4234
H -3.46726 -6.15010 0.28543 0.0005 -0.0070 0.0113 0.1435
N 4.64456 0.45472 -0.19418 -0.0356 0.0457 -0.1167 0.0323
H -3.22358 4.79167 1.66502 -0.0013 -0.0091 -0.0082 0.0744
N 0.00211 0.24312 2.70935 0.0357 -0.0156 0.0200 -0.2009
H 0.23788 -0.29703 6.72227 -0.0519 -0.0124 0.0082 0.1435
H 2.53949 4.04212 -1.62304 -0.0058 0.0037 0.0066 0.1150
C 5.92026 1.12204 -0.04449 -0.0376 0.0171 0.1268 0.0329
C -1.88053 -4.37195 -1.96367 -0.0201 -0.0006 0.0133 -0.1947
H -0.84077 -4.58264 -2.23120 -0.0011 0.0028 -0.0116 0.1282
H -2.94149 -7.54353 -1.55102 -0.0087 0.0065 0.0024 0.1945
H 5.79372 2.19102 0.09367 0.0006 0.0045 -0.0364 0.1169
C -1.56483 -5.09016 0.30530 -0.0248 0.0031 -0.0023 -0.1955
C -2.41447 -6.33638 0.07342 -0.0147 0.0021 -0.0012 -0.0879
H 5.17793 3.42050 -1.72057 -0.0051 0.0050 -0.0027 0.1165
C -4.09384 4.62828 1.02043 -0.0245 0.0634 0.1422 0.0687
N 0.13901 -0.18892 4.73393 -0.0485 0.0008 0.0160 -0.2538
H -1.39029 -7.03181 -1.60688 -0.0033 -0.0100 -0.0015 0.1893
C -0.01385 1.37503 3.41970 -0.0469 0.0050 -0.0102 -0.1723
H -2.63858 -5.91761 -3.30790 0.0173 -0.0027 0.0024 0.1456
C 4.58452 2.62771 -2.17365 -0.0057 -0.0062 0.0111 0.0153
H -2.08033 -7.18127 0.67307 0.0179 0.0015 -0.0074 0.1454
C -1.84429 2.63953 -0.16824 -0.0249 0.0296 0.2844 -0.2215
H -0.51006 -5.33022 0.14141 0.0005 -0.0063 0.0062 0.1280
H 0.22335 -1.85702 5.84804 -0.0431 -0.0006 0.0150 0.1358
H -2.21400 -3.55543 -2.60248 0.0022 0.0063 0.0064 0.1300
H -1.46677 5.35878 -2.07582 -0.0112 -0.0132 -0.0037 0.0631
N 3.47714 2.22057 -1.28749 -0.0131 -0.0033 -0.0379 -0.0739
H -5.00995 4.42950 -1.83456 0.0167 0.0058 -0.0460 0.0713
O 2.36043 0.62117 -0.10937 0.0172 -0.0332 0.1447 -0.1119
C -4.36236 3.58323 -1.61668 0.0971 0.0751 0.2066 -0.1033
H -4.58528 5.51964 0.64199 0.0036 0.0012 0.0010 0.0767
N -1.91494 -3.95911 -0.55797 -0.0936 -0.2600 -0.0706 -0.0704
Pb -0.11281 -0.34754 0.42802 0.0907 0.2302 0.0103 1.3229
H -1.66791 -4.80761 1.35202 0.0034 0.0096 -0.0013 0.1295
N -2.34185 -6.73284 -1.37806 0.0009 0.0103 0.0041 0.0650
C 4.57374 -0.91427 0.24538 0.0112 -0.0179 -0.0919 0.0359
H 6.53292 0.92937 -0.93498 0.0144 -0.0069 0.0119 0.1434
H 4.13458 3.01467 -3.08535 0.0057 -0.0203 -0.0126 0.1174
C -1.89755 5.54958 -1.08768 0.0339 0.0719 0.1593 -0.1498
Si -2.87015 4.08254 -0.58689 -0.0346 -0.1680 -0.4716 0.5867
H -4.74515 3.80527 1.28698 0.0302 -0.0277 -0.0147 0.0694
C 2.24893 3.01203 -1.43196 -0.0054 -0.0494 -0.0248 0.0150
H 1.65957 2.95074 -0.52214 0.0036 0.0108 0.0017 0.0835
H 6.44101 0.67804 0.80478 -0.0018 0.0026 0.0051 0.1329
H -1.07706 5.73579 -0.39262 0.0076 0.0259 -0.0227 0.0552
H -2.85136 -3.63952 -0.32658 0.0102 0.0231 0.0069 0.1155
N 0.07250 1.12965 4.71404 0.0060 -0.0031 -0.0031 0.1761
H 4.59598 -0.92219 1.34344 -0.0130 -0.0088 0.0010 0.1472
H 5.20693 1.78312 -2.44835 0.0039 0.0056 0.0006 0.0979
H 1.66181 2.64090 -2.27389 0.0032 0.0060 -0.0073 0.1190
H -3.79761 -5.40123 -2.07182 -0.0025 0.0037 -0.0127 0.1434
H 3.66586 -1.38570 -0.10951 0.0042 -0.0065 -0.0067 0.1044
C -1.16550 1.66683 0.12863 0.0400 0.0407 -0.1055 -0.3094
N 0.10576 -0.77060 3.58201 0.0338 0.0083 -0.0006 0.0756
C -2.74369 -5.59103 -2.27475 -0.0089 -0.0025 0.0005 -0.0878
H -0.09521 2.36387 3.00321 0.0023 -0.0017 -0.0054 0.1223
N 0.23858 -0.85339 5.88335 0.1354 0.0136 -0.0269 0.1893
H -3.84980 3.24024 -2.52776 -0.0869 -0.0042 -0.0456 0.0756
H 5.47168 -1.43250 -0.09920 0.0071 0.0005 0.0135 0.1386
H -2.50574 6.45227 -1.15643 -0.0289 -0.0200 -0.0219 0.0655
H -4.92354 2.76796 -1.16831 -0.0049 -0.0351 -0.0633 0.0623
```
Positions in Å, forces in eV/Å.

---

The following is a quantum chemistry calculation of a single C21H22N2O4S molecule, from the OMol25 dataset.

Computed properties:
E, a.u.: -1622.064348
Orbital gap, eV: 8.43
LUMO energy, eV: -0.022
Relative energy (zero: lowest compared OMol25 entry of this formula, charge and spin), kcal/mol: 60.6

The geometry in XYZ format:
```
50
Properties=species:S:1:pos:R:3:forces:R:3:lowdin_charge:R:1
C 1.20664 -0.31246 -0.11561 -0.4306 0.0194 0.1454 -0.0216
O 1.30293 -3.27040 0.07261 0.3504 0.2297 0.3839 -0.1211
C -0.93502 2.58779 -0.10958 0.0118 -0.6489 -0.7867 -0.2405
C 0.78408 -3.40290 -1.23583 -0.0748 -0.0813 -0.3137 -0.0684
H -4.11249 -0.90570 3.38499 0.0468 0.0367 -0.1314 0.1264
H 1.51683 -3.87680 -1.89911 -0.0375 0.0199 0.0550 0.0991
H -0.88178 -1.23246 -4.19872 0.0095 0.1559 0.0357 0.1302
O -0.80578 -0.00576 -2.61029 -0.1257 -0.0811 0.1724 -0.0166
C -0.01766 -0.67449 0.25529 0.0000 0.1468 0.0584 0.0001
N -1.03584 2.61639 1.25990 0.1724 0.0714 0.7841 0.0990
O -0.47680 2.19451 -2.95770 -0.0241 -0.1019 -0.0761 0.1090
C 3.64756 -3.15760 0.38284 -0.1965 -0.0732 -0.0067 -0.0051
C 4.82858 -1.07777 0.37430 0.1270 0.0346 0.0163 -0.0877
H 2.79853 0.37865 -5.05514 0.2057 -0.0674 -0.0001 0.0557
C 2.44500 -2.49668 0.16733 0.1479 -0.0120 -0.0718 -0.2334
C 4.83382 -2.45689 0.49910 -0.0049 0.0368 -0.0253 -0.0815
C 1.05228 -0.30066 -4.11642 -0.2819 -0.0245 0.2255 -0.1493
C 3.63760 -0.41427 0.15737 -0.0653 -0.1162 0.0018 -0.0325
H -0.09210 -4.04250 -1.14705 -0.0007 0.0208 -0.0764 0.0974
H -1.96774 -0.49456 -0.54955 0.1914 0.2129 0.1740 0.1555
H -1.64997 -0.59296 4.06506 -0.0885 -0.0343 0.0708 0.0877
H 1.22905 1.11101 -5.65336 -0.1627 0.1732 -0.0925 0.0653
S -1.55604 1.77648 3.63062 -0.1820 -0.2064 0.3117 1.0145
C -2.38954 0.20904 4.06282 0.3109 0.4141 -0.1714 -0.4337
O -3.27675 -1.34182 1.05126 0.0034 -0.1182 -0.0154 0.1069
N -1.91882 0.44422 1.28412 0.4542 0.2313 -0.7158 0.0544
H 1.35738 0.65418 -0.58315 -0.0541 0.0888 -0.0512 0.1246
H -0.86726 0.51543 -4.61133 0.0295 -0.1880 0.0411 0.1256
C -1.25854 0.14001 0.00019 0.1071 -0.1357 -0.3845 -0.1808
C -0.71212 3.91815 -0.73771 0.0545 0.1053 -0.0764 -0.0155
C 2.42235 -1.09599 0.07166 0.1531 -0.3370 0.0262 -0.1448
H 3.63135 0.66284 0.06812 -0.0210 0.1024 -0.0191 0.1145
C -0.74028 1.28305 -2.20727 -0.0426 0.3550 -0.1451 -0.4443
C -0.43948 -0.25897 -3.96667 0.0542 0.0854 -0.4648 -0.1675
H -1.52329 4.15092 -1.42443 0.0039 0.0603 -0.0845 0.0921
C -1.49487 1.60876 1.89752 -0.2351 0.1459 0.1680 -0.5919
C -2.91422 -0.39844 1.71309 -0.5525 -0.0669 0.5610 -0.4347
C 1.72576 0.43081 -4.98221 0.0845 -0.0276 -0.0560 0.0276
H 0.20299 3.90804 -1.32598 0.0129 0.0755 -0.0575 0.0860
C -1.00373 1.40623 -0.77544 -0.2240 0.1410 0.4556 -0.0526
H -4.14710 0.81912 2.97723 0.0156 -0.0259 0.0093 0.1271
H -0.19438 -1.61196 0.76269 0.0584 -0.1481 0.0072 0.1281
H 5.75087 -0.52110 0.44582 0.0724 0.0482 0.0140 0.1013
C -3.50161 -0.05887 3.06748 -0.0927 -0.2396 0.0167 -0.1491
H -0.65266 4.67447 0.03914 -0.0115 0.0206 0.0259 0.0792
H 0.48598 -2.43744 -1.65530 0.0050 -0.0378 0.0197 0.0690
H 1.55876 -0.96660 -3.42960 0.1600 -0.0957 0.0470 0.0965
H -2.77384 0.34750 5.07181 0.0240 -0.0124 -0.0220 0.0781
H 3.63052 -4.23447 0.46011 -0.0297 -0.1015 0.0036 0.1193
H 5.75843 -2.98671 0.67203 0.0717 -0.0500 0.0142 0.1025
```
Positions in Å, forces in eV/Å.